Molecular formula: C2H5NS2
Method: DFT, wB97M-V/def2-TZVPD

Last column: Mulliken charge in e.
Geometry (Å):
C: -0.906 -0.759 1.331  -0.839
S: 1.885 -0.478 -0.671  -0.149
N: 1.041 0.918 -1.258  -0.367
H: 2.761 -0.394 -1.718  0.167
H: -1.672 -0.719 2.011  0.334
H: -0.951 -1.784 0.900  0.298
S: -1.481 0.409 -0.004  -0.038
H: 0.078 -0.507 1.662  0.293
H: -0.567 2.122 -1.353  0.307
C: -0.188 1.192 -0.900  -0.007

The value obtained for the largest force on an atom is 3.8 eV Å⁻¹. The value obtained for the relative energy (zero: lowest compared OMol25 entry of this formula, charge and spin) is 37.8 kcal per mole. For the frontier orbital gap, the calculation gives 9.2 eV. For the LUMO energy, the calculation gives 0.70 eV. The multiplicity is 1.


Molecular formula: C20H32N4O2
Method: DFT, wB97M-V/def2-TZVPD

Last column: Mulliken charge in e.
Geometry (Å):
H: -3.043 0.186 -1.701  0.236
C: -0.837 3.116 -0.374  -1.196
C: -1.178 -2.173 -3.399  -1.037
O: -1.165 2.590 -2.705  -0.691
H: 1.296 3.240 -0.423  0.476
H: 5.173 1.991 0.806  0.346
H: 4.051 0.381 3.566  0.337
H: -1.966 -0.842 3.595  0.337
C: 1.996 -0.107 3.377  0.703
H: -1.470 -2.464 3.055  0.309
H: -1.639 2.855 0.320  0.331
H: 2.152 2.575 2.592  0.212
C: -1.448 -1.139 -2.306  1.227
C: 0.526 2.959 0.300  -0.852
H: -1.294 -2.001 4.763  0.358
H: 0.604 3.641 1.149  0.408
C: 1.966 -1.164 2.451  -0.421
C: 0.756 -0.161 3.983  -0.937
H: -0.422 0.491 -3.286  0.542
H: 0.625 -0.497 -2.237  0.220
H: -0.987 4.142 -0.708  0.466
H: -4.391 -3.436 -3.562  0.342
C: -1.238 -1.645 3.732  -0.950
C: -3.910 -1.625 -2.490  -0.785
H: -0.192 -2.618 -3.249  0.378
N: 3.189 1.452 1.170  0.225
H: 0.325 0.441 4.757  0.471
N: -0.529 0.935 -1.295  0.826
H: -3.680 -2.163 -4.558  0.313
C: 3.085 0.888 3.588  -1.039
H: -1.195 0.571 0.649  0.214
N: 0.085 -1.188 3.422  0.745
H: -2.870 0.003 -3.443  0.292
H: -2.213 -3.799 -2.443  0.341
C: -3.631 -2.652 -3.583  -0.669
H: 4.958 0.335 1.418  0.347
H: 2.972 1.365 4.564  0.470
H: 4.498 0.727 -0.250  0.344
H: -2.044 -3.982 -4.190  0.372
H: -3.915 -2.126 -1.518  0.321
H: 3.911 2.664 2.673  0.550
C: -0.879 2.202 -1.588  0.780
H: 0.603 1.407 1.827  0.376
C: -2.246 -3.262 -3.394  -0.701
C: 3.066 1.989 2.504  -0.870
C: 0.751 1.502 0.751  1.292
C: 4.537 1.105 0.769  -1.170
O: 2.370 0.472 -0.676  -0.710
C: 2.166 1.073 0.362  -0.069
C: -2.841 -0.537 -2.495  -0.727
H: -1.413 -1.645 -1.333  0.240
H: 2.730 -1.481 1.769  0.624
C: -0.369 -0.051 -2.339  -1.893
C: -0.262 0.562 0.069  -1.994
H: 0.135 -0.454 0.079  0.551
N: 0.811 -1.799 2.495  -0.895
H: -1.175 -1.673 -4.370  0.327
H: -4.894 -1.178 -2.641  0.360

The value obtained for the largest force on an atom is 0.9 eV Å⁻¹. The value obtained for the relative energy (zero: lowest compared OMol25 entry of this formula, charge and spin) is 10.5 kcal per mole. For the frontier orbital gap, the calculation gives 9.1 eV. For the LUMO energy, the calculation gives 0.47 eV. The multiplicity is 1.


Molecular formula: C3H5N3
Method: DFT, wB97M-V/def2-TZVPD

Last column: Mulliken charge in e.
Geometry (Å):
N: -0.846 1.252 0.073  -0.448
H: 1.808 -0.083 1.200  0.300
C: 1.684 -0.431 0.164  -0.833
H: -0.145 1.759 0.590  0.233
N: -2.836 -1.384 -0.896  -0.383
C: -1.904 -0.786 -0.563  0.077
N: 0.339 -0.857 -0.139  -0.434
H: 2.329 -1.304 0.034  0.275
H: -1.793 1.579 0.209  0.258
C: -0.677 -0.099 -0.156  0.636
H: 2.042 0.354 -0.516  0.319

The value obtained for the largest force on an atom is 1.1 eV Å⁻¹. The value obtained for the relative energy (zero: lowest compared OMol25 entry of this formula, charge and spin) is 23.2 kcal per mole. For the frontier orbital gap, the calculation gives 10.5 eV. For the LUMO energy, the calculation gives 0.62 eV. The multiplicity is 1.


Question: Look up the LUMO of the first one.
Answer: 0.70 eV